# 1
DFT (ωB97M-V/def2-TZVPD) results for an isolated ion of composition C4H8NO2 and charge -1 at a distorted geometry.

```
15
C4H8NO2 | OMol25 | ωB97M-V/def2-TZVPD
O 1.6449 -1.1928 -1.2891
O 2.3639 0.6055 -0.0964
N -0.9656 0.4784 -0.2737
C -0.3670 -1.7710 0.7632
C 1.5103 -0.2587 -0.4253
C -0.6516 1.9239 -0.3979
C 0.0852 -0.3045 0.5022
H -1.3193 -2.1057 1.2727
H 0.3408 0.1708 1.4362
H -0.0010 2.1155 -1.2578
H -1.5932 2.6024 -0.4618
H -0.0078 2.2846 0.3932
H -0.4318 -2.3986 -0.1847
H -1.0286 0.1568 -1.2283
H 0.4208 -2.3067 1.2476
```

Output
ΔE to the lowest compared entry with this formula, charge and spin	1.388	eV
max |F|	0.053	Eh/bohr
HOMO level	-3.59	eV
LUMO	4.21	eV
net charge	-1

Electronic structure analysis, natural (NBO) charges in units of e: number 1, O, carries -0.80; number 2, O, carries -0.78; number 3, N, carries -0.65; number 4, C, carries -0.63; number 5, C, carries 0.76; number 6, C, carries -0.42; number 7, C, carries -0.16; number 8, H, carries 0.18; number 9, H, carries 0.18; number 10, H, carries 0.18; number 11, H, carries 0.16; number 12, H, carries 0.21; number 13, H, carries 0.22; number 14, H, carries 0.35; number 15, H, carries 0.21

---

# 2
DFT (ωB97M-V/def2-TZVPD) results for C12H11Cl3N2OS2SiZr as an isolated structure.

```
33
C12H11Cl3N2OS2SiZr | OMol25 | ωB97M-V/def2-TZVPD
Zr -1.0514 1.7072 -1.1399
Cl -3.7303 2.3786 -0.2485
Cl -6.1852 3.7920 -1.6999
Cl -1.1207 3.9851 -1.8161
S 0.8918 1.1154 -2.4979
S -2.1897 -0.2250 -2.1960
Si -4.8463 2.2791 -2.0943
O -0.5273 1.2690 0.6070
N 3.7072 -4.1086 -0.9799
N -0.0195 -5.7075 -0.5416
C 0.3501 1.2987 1.7433
C 0.3024 -3.2470 -1.2664
C 1.0947 2.6237 1.7325
C 1.5869 -2.6989 -1.4257
C -0.6838 -1.1245 -1.8966
C 0.1285 -4.6138 -0.8593
C 2.7611 -3.4903 -1.1836
C 1.7209 -1.3772 -1.8013
C 1.3082 0.1246 1.6008
C 0.6024 -0.5705 -2.0409
C -0.5147 1.1562 2.9870
C -0.8084 -2.4594 -1.4955
H 0.7541 -0.8131 1.5356
H 0.1069 1.1650 3.8828
H 0.3952 3.4605 1.7704
H -1.7948 -2.8820 -1.3637
H 1.7575 2.6912 2.5961
H 1.9767 0.0748 2.4611
H -1.0684 0.2174 2.9569
H 1.7015 2.7159 0.8292
H 2.7090 -0.9512 -1.9077
H -1.2281 1.9788 3.0526
H 1.9134 0.2357 0.6995
```

Output
ΔE to the lowest compared entry with this formula, charge and spin	0.000	eV
max |F|	0.006	Eh/bohr
HOMO level	-9.04	eV
LUMO	-1.91	eV

Electronic structure analysis, Löwdin charges in units of e: number 1, Zr, carries 0.76; number 2, Cl, carries 0.05; number 3, Cl, carries 0.13; number 4, Cl, carries -0.10; number 5, S, carries 0.56; number 6, S, carries 0.48; number 7, Si, carries 0.08; number 8, O, carries -0.43; number 9, N, carries 0.18; number 10, N, carries 0.18; number 11, C, carries -0.68; number 12, C, carries -0.18; number 13, C, carries -0.03; number 14, C, carries -0.18; number 15, C, carries -0.67; number 16, C, carries -0.17; number 17, C, carries -0.17; number 18, C, carries -0.06; number 19, C, carries -0.02; number 20, C, carries -0.68; number 21, C, carries -0.03; number 22, C, carries -0.05; number 23, H, carries 0.09; number 24, H, carries 0.09; number 25, H, carries 0.09; number 26, H, carries 0.12; number 27, H, carries 0.09; number 28, H, carries 0.10; number 29, H, carries 0.09; number 30, H, carries 0.09; number 31, H, carries 0.12; number 32, H, carries 0.09; number 33, H, carries 0.08

---

# 3
DFT (ωB97M-V/def2-TZVPD) results for C2H2N2S3 in the gas phase at a distorted geometry.

```
9
C2H2N2S3 | OMol25 | ωB97M-V/def2-TZVPD
S 1.0537 1.4566 0.9264
S 1.4937 0.9001 -0.8871
S 0.0887 -1.9427 2.9875
N -0.3763 -0.8587 0.4812
N -0.4184 -0.7291 -0.7755
C -0.3471 0.5433 -1.2453
C -0.0897 -1.2633 1.5857
H -0.9049 1.3818 -0.7709
H -0.4997 0.5121 -2.3021
```

Output
ΔE to the lowest compared entry with this formula, charge and spin	3.523	eV
max |F|	0.060	Eh/bohr
HOMO level (alpha / beta)	-8.67 / -8.46	eV
LUMO (alpha / beta)	-1.98 / -1.83	eV

Electronic structure analysis, natural (NBO) charges in units of e: number 1, S, carries -0.16; number 2, S, carries 0.23; number 3, S, carries 0.07; number 4, N, carries -0.23; number 5, N, carries -0.18; number 6, C, carries -0.34; number 7, C, carries 0.16; number 8, H, carries 0.22; number 9, H, carries 0.22

---

# 4
DFT (ωB97M-V/def2-TZVPD) results for C6H8NOPS in the gas phase at a distorted geometry.

```
18
C6H8NOPS | OMol25 | ωB97M-V/def2-TZVPD
S 1.8022 -1.8872 0.9471
P -0.0811 -1.7109 0.0127
O -0.8937 -2.8988 -0.1566
N -0.9420 -0.6186 0.8997
C -2.3032 -0.6433 0.5461
C 1.9055 1.7610 1.2544
C 0.7329 -0.7246 -1.7736
C 2.2891 0.7758 0.6561
C 1.9632 -0.3018 -1.5707
C 2.4878 -0.4540 -0.1271
H 1.7954 2.6709 1.7290
H -0.4177 0.2621 1.2002
H -2.4008 -0.9209 -0.5011
H 2.6826 0.3635 -2.0165
H -2.8343 0.2297 0.7682
H 0.3583 -0.7621 -2.8142
H -2.6975 -1.4883 1.2738
H 3.6116 -0.8028 -0.1682
```

Output
ΔE to the lowest compared entry with this formula, charge and spin	3.641	eV
max |F|	0.086	Eh/bohr
HOMO level	-9.48	eV
LUMO	0.52	eV

Electronic structure analysis, natural (NBO) charges in units of e: number 1, S, carries -0.05; number 2, P, carries 1.87; number 3, O, carries -1.07; number 4, N, carries -1.01; number 5, C, carries -0.41; number 6, C, carries -0.24; number 7, C, carries -0.43; number 8, C, carries -0.02; number 9, C, carries -0.24; number 10, C, carries -0.41; number 11, H, carries 0.24; number 12, H, carries 0.43; number 13, H, carries 0.20; number 14, H, carries 0.23; number 15, H, carries 0.21; number 16, H, carries 0.23; number 17, H, carries 0.21; number 18, H, carries 0.26

---

> What is the formula in the third record?

C2H2N2S3